1 | {
  "formula": "C3H8OSi",
  "method": "ωB97M-V with the def2-TZVPD basis set",
  "species": ["C", "C", "C", "O", "Si", "H", "H", "H", "H", "H", "H", "H", "H"],
  "xyz": [[-1.183, 0.677, -1.238], [-1.601, 0.248, -0.191], [-1.173, 1.141, -2.621], [0.825, -0.408, 1.372], [1.984, -0.077, 2.224], [0.795, -3.011, 1.811], [-1.483, -0.124, 0.776], [-0.152, 1.499, -2.799], [-1.581, 0.444, -3.320], [-1.749, 2.042, -2.955], [2.820, 1.148, 2.377], [2.257, -1.049, 3.200], [0.239, -2.529, 1.363]],
  "nbo_charge": [-0.017, -0.226, -0.700, -1.153, 1.643, -0.050, 0.237, 0.231, 0.237, 0.234, -0.228, -0.255, 0.046],
  "total_charge": 0
}

2 | {
  "formula": "C3H8OSi",
  "method": "ωB97M-V with the def2-TZVPD basis set",
  "species": ["C", "C", "C", "O", "Si", "H", "H", "H", "H", "H", "H", "H", "H"],
  "xyz": [[1.733, -0.333, 1.167], [1.975, 1.034, 1.059], [-1.734, -1.043, -1.459], [-1.552, 1.125, 0.394], [-1.673, -0.471, 0.337], [0.859, -0.866, 1.139], [2.685, -0.881, 1.391], [3.021, 1.200, 1.038], [1.272, 1.779, 0.790], [-1.434, -0.219, -2.117], [-0.931, -1.726, -1.565], [-2.751, -1.426, -1.889], [-1.469, 1.827, -0.285]],
  "nbo_charge": [-0.376, -0.386, -1.250, -1.148, 1.172, 0.177, 0.190, 0.192, 0.196, 0.226, 0.240, 0.258, 0.510],
  "total_charge": 0
}

3 | {
  "formula": "C3H8OSi",
  "method": "ωB97M-V with the def2-TZVPD basis set",
  "species": ["C", "C", "C", "O", "Si", "H", "H", "H", "H", "H", "H", "H", "H"],
  "xyz": [[-1.046, 0.917, -0.342], [0.182, 0.144, 0.045], [0.654, -0.792, -1.089], [1.260, 1.104, 0.534], [0.947, 0.044, 1.739], [-1.001, 1.954, -0.188], [-1.900, 0.450, 0.169], [-1.262, 0.918, -1.383], [0.234, -1.760, -0.831], [1.680, -0.888, -1.053], [0.272, -0.443, -2.055], [0.417, 0.370, 2.981], [1.816, -1.029, 1.651]],
  "nbo_charge": [-0.648, -0.079, -0.631, -0.867, 1.348, 0.232, 0.213, 0.204, 0.215, 0.220, 0.207, -0.194, -0.219],
  "smiles": "CC1(C)O[SiH2]1",
  "total_charge": 0
}

Verdict on stability: 1 comes out at the bottom.

1 | {
  "formula": "C2H7N3OS",
  "method": "ωB97M-V with the def2-TZVPD basis set",
  "species": ["H", "N", "C", "N", "S", "N", "O", "C", "H", "H", "H", "H", "H", "H"],
  "xyz": [[-2.665, -1.787, -0.975], [-1.733, -1.346, -1.308], [-0.915, -0.719, -0.576], [-0.806, -0.901, 0.881], [-0.657, 0.306, 2.158], [-0.125, 0.378, -0.978], [1.124, -0.021, -0.603], [1.820, 1.215, -0.213], [-1.574, -1.694, 1.199], [0.212, -0.673, 3.155], [-0.410, 0.918, -2.089], [1.320, 1.572, 0.768], [1.372, 1.791, -1.235], [3.036, 0.961, -0.185]],
  "nbo_charge": [0.377, -0.746, 0.573, -0.809, 0.149, -0.382, -0.399, -0.287, 0.388, 0.138, 0.383, 0.217, 0.182, 0.215],
  "smiles": "[H]/N=C(\\NS)NOC",
  "total_charge": 0
}

2 | {
  "formula": "C2H7N3OS",
  "method": "ωB97M-V with the def2-TZVPD basis set",
  "species": ["C", "C", "H", "H", "H", "H", "H", "H", "H", "N", "N", "N", "O", "S"],
  "xyz": [[-0.032, 1.435, 0.527], [0.701, 0.291, -0.028], [-0.803, 2.468, -1.219], [-1.904, 1.513, -0.547], [0.846, 2.170, 0.647], [-0.191, 1.199, 1.658], [0.263, -1.373, -1.710], [-1.730, -1.688, 1.373], [3.625, -0.362, -0.054], [-1.178, 2.098, -0.302], [-0.246, -0.798, -0.378], [2.002, 0.342, 0.003], [2.658, -0.979, 0.021], [-1.839, -1.122, 0.090]],
  "nbo_charge": [-0.310, 0.359, 0.359, 0.358, 0.240, 0.235, 0.385, 0.107, 0.492, -0.828, -0.848, -0.222, -0.569, 0.242],
  "total_charge": 0
}

3 | {
  "formula": "C2H7N3OS",
  "method": "ωB97M-V with the def2-TZVPD basis set",
  "species": ["N", "C", "C", "N", "O", "N", "S", "H", "H", "H", "H", "H", "H", "H"],
  "xyz": [[-0.532, 2.100, -0.621], [-0.146, 1.335, 0.591], [0.497, 0.016, 0.242], [1.748, -0.156, -0.021], [2.013, -1.634, -0.300], [-0.312, -1.111, 0.040], [-2.021, -1.188, -0.184], [0.247, 1.921, -1.305], [-1.244, 1.511, -0.979], [0.446, 2.029, 1.121], [-1.200, 1.052, 1.061], [2.918, -1.682, -0.113], [0.209, -1.948, -0.445], [-2.623, -2.243, 0.911]],
  "nbo_charge": [-0.778, -0.285, 0.350, -0.203, -0.645, -0.791, 0.145, 0.351, 0.340, 0.229, 0.223, 0.483, 0.450, 0.131],
  "smiles": "NC/C(=N/O)NS",
  "total_charge": 0
}

Verdict on stability: 2 comes out at the bottom.

1 | {
  "formula": "C5H15N3O",
  "method": "ωB97M-V with the def2-TZVPD basis set",
  "species": ["C", "C", "C", "N", "O", "H", "H", "H", "H", "H", "H", "H", "H", "H", "C", "N", "C", "N", "H", "H", "H", "H", "H", "H"],
  "xyz": [[-2.484, 0.199, 0.409], [-0.660, -2.019, 0.157], [-2.546, 0.944, -0.825], [-1.873, -1.394, -0.377], [-1.547, 0.531, 1.356], [-0.771, 0.919, 0.904], [-2.640, -2.057, -0.454], [-3.398, -0.088, 0.931], [-0.797, -2.238, 1.216], [-0.410, -2.932, -0.387], [0.168, -1.324, 0.054], [-1.804, -0.727, -1.299], [-2.124, 1.945, -0.859], [-3.504, 0.881, -1.336], [3.695, -0.268, 0.277], [0.643, 1.688, -0.254], [2.706, 0.847, 0.232], [1.614, 0.728, -0.402], [-0.056, 1.630, -0.995], [0.982, 2.621, -0.014], [2.944, 1.759, 0.796], [3.342, -1.109, -0.318], [4.661, 0.059, -0.119], [3.859, -0.599, 1.306]],
  "nbo_charge": [0.315, -0.436, -0.954, -0.742, -0.721, 0.494, 0.378, 0.170, 0.207, 0.195, 0.224, 0.442, 0.198, 0.204, -0.651, -0.687, 0.047, -0.251, 0.403, 0.353, 0.143, 0.229, 0.218, 0.220],
  "total_charge": 0
}

2 | {
  "formula": "C5H15N3O",
  "method": "ωB97M-V with the def2-TZVPD basis set",
  "species": ["C", "C", "N", "C", "C", "N", "O", "H", "H", "H", "H", "H", "H", "H", "H", "H", "H", "C", "N", "H", "H", "H", "H", "H"],
  "xyz": [[-2.355, -1.331, -0.448], [-1.226, -0.433, -0.944], [0.068, -0.664, -0.290], [0.768, -1.854, -0.766], [0.136, -0.479, 1.143], [-0.636, 0.566, 1.613], [0.795, -1.213, 1.851], [-2.522, -1.177, 0.614], [-3.280, -1.095, -0.966], [-2.124, -2.383, -0.602], [-1.074, -0.578, -2.016], [-1.495, 0.613, -0.783], [0.960, -1.757, -1.834], [1.711, -1.912, -0.222], [0.207, -2.770, -0.571], [-0.442, 0.729, 2.592], [-0.561, 1.431, 1.072], [1.895, 1.556, 0.025], [0.897, 2.618, 0.231], [2.220, 1.201, 1.003], [2.815, 1.928, -0.445], [1.273, 0.587, -0.529], [0.750, 3.119, -0.641], [1.220, 3.298, 0.914]],
  "nbo_charge": [-0.630, -0.206, -0.507, -0.415, 0.812, -0.877, -0.635, 0.221, 0.214, 0.205, 0.197, 0.202, 0.196, 0.234, 0.191, 0.391, 0.426, -0.485, -0.872, 0.192, 0.174, 0.257, 0.358, 0.357],
  "smiles": "CCN(C)C(N)=O.CN",
  "total_charge": 0
}

3 | {
  "formula": "C5H15N3O",
  "method": "ωB97M-V with the def2-TZVPD basis set",
  "species": ["C", "C", "C", "O", "N", "C", "N", "C", "N", "H", "H", "H", "H", "H", "H", "H", "H", "H", "H", "H", "H", "H", "H", "H"],
  "xyz": [[-0.675, 1.967, -1.711], [-0.630, 0.914, -0.598], [-1.426, -0.349, -0.998], [-0.808, -1.022, -2.078], [0.756, 0.555, -0.352], [1.220, 0.148, 0.975], [2.285, -0.826, 0.850], [0.190, -0.395, 1.999], [-0.289, -1.730, 1.665], [-0.174, 1.603, -2.605], [-0.160, 2.864, -1.384], [-1.704, 2.218, -1.951], [-1.071, 1.347, 0.303], [-1.411, -1.061, -0.170], [-2.468, -0.095, -1.244], [-0.851, -0.453, -2.851], [0.972, -0.190, -1.015], [1.650, 1.048, 1.444], [3.064, -0.423, 0.343], [1.951, -1.615, 0.304], [-0.671, 0.274, 2.050], [0.699, -0.359, 2.975], [-0.942, -2.042, 2.381], [0.494, -2.378, 1.667]],
  "nbo_charge": [-0.610, -0.074, -0.101, -0.726, -0.665, 0.115, -0.841, -0.237, -0.852, 0.194, 0.221, 0.200, 0.191, 0.224, 0.151, 0.463, 0.370, 0.171, 0.368, 0.349, 0.184, 0.180, 0.363, 0.360],
  "smiles": "C[C@@H](CO)N[C@H](N)CN",
  "total_charge": 0
}

Verdict on stability: 1 comes out at the bottom.